[1]
The following is a quantum chemistry calculation of the ion C6H5ClN7O with charge -1 in a non-equilibrium geometry, from the Open Molecules 2025 dataset.

```
20
Properties=species:S:1:pos:R:3:forces:R:3:mulliken_charge:R:1
N 0.951 0.683 2.156 1.32 0.57 2.55 -0.3848
C 0.589 1.367 1.100 -1.72 -0.76 -2.63 0.0801
O 0.614 2.572 0.885 0.52 -0.13 0.42 -0.7026
C -0.005 0.376 0.047 2.41 -3.00 -0.65 1.8397
C 1.090 -0.823 -0.149 -0.20 0.79 1.74 -0.0422
N 1.808 -1.333 0.867 -0.04 -0.56 0.09 -0.2105
N 2.559 -2.312 0.330 -0.69 0.76 0.33 -0.5443
N 2.294 -2.361 -0.938 0.54 -0.59 -0.40 -0.5252
N 1.393 -1.452 -1.261 -0.89 0.50 -1.28 -0.2836
C -0.219 0.914 -1.353 -2.17 -0.50 -0.15 -0.9584
N -1.606 0.785 -1.912 0.52 0.90 1.27 -0.6154
C -2.456 0.119 -1.240 1.15 0.75 -1.64 -0.1597
C -2.139 -0.517 0.017 0.55 1.05 2.23 0.3358
Cl -3.398 -1.229 0.946 -1.24 -0.72 -0.12 -0.2240
N -1.126 -0.270 0.725 0.33 -0.40 -1.21 -0.5403
H 1.042 -0.389 2.169 0.35 1.95 -0.49 0.4426
H 1.613 1.280 2.669 -0.47 -0.96 0.41 0.2617
H 0.113 1.904 -1.231 -0.32 1.93 -0.60 0.4000
H 0.318 0.513 -2.183 1.15 -0.88 0.15 0.3751
H -3.435 0.173 -1.644 -1.08 -0.68 -0.04 0.4562
```
Positions in Å, forces in eV/Å.

Values from the calculation:
SMILES: NC(=O)[C@]1(c2nnn[n-]2)CN=CC(Cl)=N1
Largest force on an atom in eV/A: 3.90
E_LUMO in eV: 2.7
Total charge: -1

[2]
The following is a quantum chemistry calculation of an isolated molecule of C6H5ClO in a non-equilibrium geometry, from the Open Molecules 2025 dataset.

```
13
Properties=species:S:1:pos:R:3:forces:R:3:mulliken_charge:R:1
C 3.028 0.032 -0.746 -0.29 0.32 -0.22 0.1116
C 1.849 0.070 -0.505 -0.08 -0.99 0.38 -0.7076
C 0.493 -0.218 -0.056 0.13 -0.36 -0.10 0.6111
C 0.095 -1.437 0.324 1.06 0.43 -0.59 -0.9207
C -0.435 0.929 -0.020 -0.60 -2.01 0.52 0.5293
O -0.003 2.000 -0.247 0.35 2.83 -0.51 -0.5127
C -1.895 0.709 0.373 0.08 0.58 0.36 -0.7317
Cl -2.832 -0.211 -0.830 0.11 0.16 0.09 -0.1498
H 4.056 0.066 -1.036 -0.19 0.03 0.11 0.4372
H -0.886 -1.630 0.699 -0.35 -0.17 0.03 0.2802
H 0.811 -2.229 0.190 -0.07 -0.43 0.33 0.3175
H -1.968 0.215 1.338 0.03 -0.28 -0.05 0.3693
H -2.314 1.705 0.517 -0.18 -0.11 -0.35 0.3661
```
Positions in Å, forces in eV/Å.

Values from the calculation:
SMILES: C#CC(=C)C(=O)CCl
Largest force on an atom in eV/A: 2.90
E_LUMO in eV: -0.1

[3]
The following is a quantum chemistry calculation of a cluster of 2 separate species, C6H5F3N2 in total in a non-equilibrium geometry, from the Open Molecules 2025 dataset.

```
16
Properties=species:S:1:pos:R:3:forces:R:3:mulliken_charge:R:1
F -1.340 -0.301 0.556 1.10 -0.57 0.59 -0.1860
C 0.023 -0.253 0.328 -1.56 2.07 -2.74 0.3934
C 0.940 -0.825 1.138 -1.63 -0.53 4.12 -0.3113
C 2.270 -0.544 0.927 1.69 -2.25 -0.89 -0.4441
C 2.621 -0.034 -0.352 -0.25 -0.35 2.73 -0.2708
C 1.726 0.527 -1.199 -2.57 1.62 0.63 -0.5291
C 0.340 0.537 -0.785 0.85 -1.21 -0.70 -0.2389
H 0.425 -1.239 2.119 1.69 0.46 -1.96 0.2674
H 3.111 -1.017 1.569 -1.70 1.12 -0.95 0.2768
H 3.642 0.065 -0.498 1.82 0.20 -0.68 0.3912
H 2.123 1.221 -1.937 -0.45 -0.54 -0.44 0.3095
H -0.530 0.947 -1.345 1.10 -0.07 0.34 0.3486
F -3.715 -0.722 -1.297 -0.64 1.08 1.32 -0.1805
N -3.651 0.653 -0.814 1.31 -1.58 -3.59 0.1386
N -3.746 0.930 0.311 -1.39 1.10 3.07 0.1640
F -4.238 0.055 1.279 0.62 -0.55 -0.83 -0.1288
```
Positions in Å, forces in eV/Å.

Values from the calculation:
SMILES: Fc1ccccc1.F/N=N\F
Largest force on an atom in eV/A: 4.46
E_LUMO in eV: -0.4

[4]
The following is a quantum chemistry calculation of an isolated molecule of C6H5FN2OP2 in a non-equilibrium geometry, from the Open Molecules 2025 dataset.

```
17
Properties=species:S:1:pos:R:3:forces:R:3:mulliken_charge:R:1
F 2.383 1.752 0.291 0.46 -0.12 0.06 -0.2309
N 2.624 0.490 -0.260 -0.27 -0.10 0.42 0.1185
P 4.027 -0.109 -1.002 -0.69 -0.07 0.18 0.1754
N 3.368 -1.548 -0.821 0.98 -0.64 -0.09 -0.3153
P 2.279 -1.239 0.405 1.08 0.99 -0.50 0.2077
O 0.900 -1.489 -0.371 0.98 -1.63 -0.89 -0.3234
C -0.171 -0.765 -0.112 -0.92 2.89 2.84 0.6701
C -0.159 0.115 1.063 -1.06 -1.41 -3.26 -0.2060
C -1.298 0.907 1.263 0.71 -0.59 2.05 -0.6891
C -2.389 0.857 0.404 0.23 -0.31 -1.02 -0.5626
C -2.321 0.045 -0.733 0.01 0.05 -0.19 -0.2182
C -1.202 -0.759 -0.990 -1.28 0.19 -0.72 -0.4648
H 0.843 0.103 1.471 -0.66 0.74 1.33 0.5049
H -1.430 1.404 2.256 0.40 0.10 -1.18 0.2756
H -3.221 1.535 0.557 -0.06 -0.28 0.10 0.3762
H -3.110 0.011 -1.495 0.16 0.25 0.55 0.3114
H -1.124 -1.312 -1.926 -0.08 -0.05 0.34 0.3704
```
Positions in Å, forces in eV/Å.

Values from the calculation:
SMILES: FN1P2=N[P@]=21Oc1ccccc1
Largest force on an atom in eV/A: 4.15
E_LUMO in eV: -0.7

[5]
The following is a quantum chemistry calculation of an isolated molecule of C6H5FO in a non-equilibrium geometry, from the Open Molecules 2025 dataset.

```
13
Properties=species:S:1:pos:R:3:forces:R:3:mulliken_charge:R:1
O -0.170 2.350 -1.216 0.12 -1.54 0.72 -0.5687
C -0.049 1.210 -0.781 -0.29 1.78 -0.67 0.3336
C 0.821 0.155 -1.370 0.58 -0.34 -0.67 -0.2847
C 0.654 -0.990 -0.710 -0.85 1.16 -0.11 -0.6890
C -0.400 -0.872 0.362 -0.09 0.44 -1.16 0.8481
F -1.304 -1.888 0.408 0.05 0.03 0.32 -0.3303
C -0.036 -0.069 1.506 0.97 1.23 1.61 -0.7987
C -0.807 0.614 0.384 -0.11 -0.89 -0.81 -0.2695
H 1.487 0.276 -2.258 -0.59 0.20 1.11 0.3686
H 1.207 -1.857 -0.929 0.36 -1.18 -0.02 0.4552
H 1.021 0.263 1.604 -0.81 -0.57 0.18 0.2423
H -0.601 -0.158 2.446 0.34 -0.07 -0.52 0.2944
H -1.824 0.965 0.556 0.33 -0.26 0.02 0.3986
```
Positions in Å, forces in eV/Å.

Values from the calculation:
SMILES: O=C1C=C[C@@]2(F)C[C@@H]12
Largest force on an atom in eV/A: 2.25
E_LUMO in eV: 0.1

[6]
The following is a quantum chemistry calculation of an isolated molecule of C6H5FS, from the Open Molecules 2025 dataset.

```
13
Properties=species:S:1:pos:R:3:forces:R:3:mulliken_charge:R:1
F 1.720 -0.904 2.082 -0.01 -0.10 -0.06 -0.3066
C 0.978 -0.781 0.964 -0.25 0.58 -0.08 0.3768
C 0.957 -1.807 0.043 -0.03 -0.15 0.02 -0.5932
C 0.180 -1.640 -1.095 -0.31 0.39 -0.19 -0.3336
C -0.543 -0.467 -1.317 0.19 -0.14 0.42 -0.5608
C -0.505 0.560 -0.361 0.20 -0.47 -0.20 0.7074
S -1.395 2.070 -0.554 -0.21 0.00 -0.34 -0.2423
C 0.267 0.402 0.794 -0.06 -0.71 -0.66 -0.6200
H 1.518 -2.714 0.229 -0.02 0.07 -0.02 0.4147
H 0.108 -2.427 -1.839 0.13 0.02 0.13 0.3361
H -1.146 -0.378 -2.217 0.09 0.08 0.16 0.2531
H -1.961 1.776 -1.751 0.21 0.06 0.41 0.1268
H 0.313 1.163 1.540 0.06 0.37 0.41 0.4416
```
Positions in Å, forces in eV/Å.

Values from the calculation:
SMILES: Fc1cccc(S)c1
Largest force on an atom in eV/A: 0.97
E_LUMO in eV: 0.8

[7]
The following is a quantum chemistry calculation of an isolated molecule of C6H5I in a non-equilibrium geometry, from the Open Molecules 2025 dataset.

```
12
Properties=species:S:1:pos:R:3:forces:R:3:mulliken_charge:R:1
C -0.483 1.093 -0.020 -1.44 -0.97 0.39 -0.3623
C 0.910 1.228 -0.213 3.36 -0.12 0.20 0.0268
C -0.944 -0.160 -0.220 2.19 -0.60 -0.56 0.3287
C -0.251 -1.448 -0.351 -1.54 1.60 0.05 -0.6223
C -1.767 -1.258 0.041 -0.50 -0.24 4.56 -0.3425
C 1.771 0.238 0.245 -1.12 0.22 -0.20 -0.6109
I 3.812 0.003 -0.363 -1.14 0.30 0.35 0.0480
H -1.197 1.836 0.336 0.50 0.41 -0.40 0.3445
H 1.324 2.095 -0.796 -0.39 -0.87 0.78 0.3280
H -2.259 -1.383 1.113 1.08 0.03 -2.21 0.1927
H -2.335 -1.645 -0.712 -1.65 -1.24 -1.93 0.2540
H 1.419 -0.599 0.939 0.64 1.46 -1.04 0.4153
```
Positions in Å, forces in eV/Å.

Values from the calculation:
Largest force on an atom in eV/A: 4.60
E_LUMO in eV: -1.1

[8]
The following is a quantum chemistry calculation of an isolated molecule of C6H5I3Si in a non-equilibrium geometry, from the Open Molecules 2025 dataset.

```
15
Properties=species:S:1:pos:R:3:forces:R:3:mulliken_charge:R:1
I -4.523 -0.927 2.251 0.34 0.36 -1.04 -0.0625
Si -3.651 -0.188 -0.007 -1.28 0.96 0.34 0.3274
I -4.525 -1.697 -1.755 0.26 0.49 0.52 -0.0511
I -4.747 2.394 -0.466 0.94 -2.14 0.38 -0.1923
C -1.786 -0.130 0.017 -1.07 -0.03 -0.87 0.8867
C -1.031 -1.290 -0.117 0.52 0.72 0.72 -0.6594
C 0.323 -1.123 -0.123 1.24 -1.94 -0.08 -0.2870
C 1.009 0.051 -0.082 -2.21 0.65 -0.51 -0.5181
C 0.247 1.186 0.102 -0.78 0.54 0.75 -0.5659
C -1.187 1.118 0.109 1.99 -0.91 1.05 -0.5475
H -1.355 -2.293 0.011 -0.91 -0.56 -0.28 0.3608
H 0.999 -1.960 -0.031 -0.34 -0.73 -0.41 0.2973
H 2.040 -0.030 -0.246 1.43 0.60 0.37 0.4428
H 0.821 2.010 0.493 -0.44 0.90 -0.53 0.3258
H -1.854 1.860 0.500 0.29 1.06 -0.41 0.2430
```
Positions in Å, forces in eV/Å.

Values from the calculation:
SMILES: I[Si](I)(I)c1ccccc1
Largest force on an atom in eV/A: 2.43
E_LUMO in eV: -1.2

[9]
The following is a quantum chemistry calculation of an isolated molecule of C6H5IN2O2 in a non-equilibrium geometry, from the Open Molecules 2025 dataset.

```
16
Properties=species:S:1:pos:R:3:forces:R:3:mulliken_charge:R:1
N 0.682 -2.174 -0.195 0.07 -0.33 0.00 -0.4564
C 0.622 -0.831 0.019 0.32 0.31 -0.07 1.0572
C -0.659 -0.215 0.158 -0.02 0.48 -0.02 -0.4853
C -0.833 1.137 0.210 -0.43 -0.81 0.06 -0.5292
N 0.158 2.039 0.133 0.63 0.95 -0.03 -0.6265
C 1.387 1.677 0.091 0.52 -6.54 -0.05 0.9123
C 2.477 2.662 -0.009 0.19 0.66 -0.02 0.2230
O 3.642 2.416 0.131 -0.21 0.10 -0.05 -0.5180
O 2.028 3.898 -0.276 0.27 0.29 -0.04 -0.5210
C 1.746 -0.043 0.063 -0.82 5.51 0.11 -0.6098
I 3.703 -0.724 0.011 -0.45 -0.16 -0.05 0.1305
H -0.128 -2.744 -0.039 0.00 0.00 0.05 0.2002
H 1.582 -2.624 -0.186 -0.05 -0.03 0.05 0.1141
H -1.533 -0.852 0.205 0.00 -0.01 -0.03 0.2866
H -1.821 1.567 0.311 -0.08 -0.13 -0.03 0.4025
H 1.056 3.903 -0.322 0.07 -0.27 0.10 0.4196
```
Positions in Å, forces in eV/Å.

Values from the calculation:
SMILES: Nc1ccnc(C(=O)O)c1I
Largest force on an atom in eV/A: 6.57
E_LUMO in eV: -0.4

Gap between HOMO and LUMO for every record listed, in sequence, given in eV: 8.530, 9.616, 9.042, 8.187, 9.873, 9.410, 7.819, 8.216, 8.193.
Molar mass for every record listed, in sequence, given in u: 226.6, 128.6, 162.1, 202.1, 112.1, 128.2, 204.0, 485.9, 264.0.